# 1
Computed, not measured: a 2-piece molecular cluster, C5H12NO overall, with ωB97M-V/def2-TZVPD.

Positions of all 19 atoms, in Å:
C (0.947, -1.288, 0.837)
O (-0.067, -0.800, 0.087)
C (1.900, -0.189, 1.358)
C (2.480, 0.619, 0.205)
H (1.601, -2.015, 0.282)
H (0.590, -1.853, 1.733)
H (2.701, -0.636, 1.958)
H (1.322, 0.475, 2.011)
H (3.065, 1.480, 0.542)
H (1.653, 0.950, -0.427)
H (3.132, -0.002, -0.410)
C (-2.324, 1.371, -0.726)
C (-2.607, -0.790, -1.443)
N (-3.122, 0.362, -1.422)
H (-2.119, 2.191, -1.419)
H (-1.392, 0.958, -0.323)
H (-2.930, 1.773, 0.092)
H (-3.192, -1.566, -1.949)
H (-1.637, -1.039, -0.984)

E ... -8916.2487 eV
Orbital gap ... 7.17 eV
Relative energy (zero: lowest compared OMol25 entry of this formula, charge and spin) ... 0.815 eV
HOMO level ... -2.9 eV
Charge ... -1
E_LUMO ... 4.3 eV
2S+1 ... 1

=====

# 2
Computed, not measured: one molecule with the formula C20H19N3O4 in a non-equilibrium geometry, with ωB97M-V/def2-TZVPD.

Positions of all 46 atoms, in Å:
C (1.966, -1.504, -1.435)
O (1.362, -0.158, -1.552)
C (0.723, 0.364, -0.434)
C (-0.047, 1.688, -0.615)
C (0.719, 2.514, -1.747)
C (1.765, 3.467, -1.407)
C (2.411, 4.188, -2.512)
C (1.963, 4.023, -3.828)
C (0.982, 3.128, -4.075)
C (0.377, 2.303, -3.085)
N (1.986, 0.698, 0.309)
C (2.338, 0.305, 1.579)
O (3.519, 0.434, 1.894)
C (1.200, -0.260, 2.473)
C (0.828, 0.867, 3.456)
N (-0.038, -0.727, 1.788)
C (-0.211, -0.465, 0.404)
N (-1.083, -1.107, -0.341)
C (-2.004, -1.945, 0.263)
C (-1.793, -2.291, 1.622)
C (-0.702, -1.766, 2.372)
O (-0.595, -2.070, 3.517)
C (-2.511, -3.479, 2.146)
C (-3.727, -3.906, 1.740)
C (-4.541, -3.399, 0.671)
C (-4.223, -2.620, -0.457)
O (-2.919, -2.256, -0.706)
H (1.951, -1.904, -0.373)
H (1.259, -2.147, -2.000)
H (3.003, -1.437, -1.986)
H (-0.134, 2.218, 0.350)
H (-1.048, 1.360, -1.046)
H (2.034, 3.524, -0.384)
H (3.210, 4.840, -2.195)
H (2.277, 4.600, -4.724)
H (0.748, 2.871, -5.066)
H (-0.454, 1.498, -3.286)
H (2.812, 0.800, -0.329)
H (1.559, -1.138, 3.020)
H (0.056, 0.546, 4.149)
H (0.325, 1.742, 2.980)
H (1.732, 1.137, 3.973)
H (-2.140, -3.928, 3.072)
H (-4.392, -4.606, 2.306)
H (-5.579, -3.729, 0.745)
H (-4.965, -2.271, -1.244)

E ... -33704.8969 eV
Orbital gap ... 7.13 eV
Relative energy (zero: lowest compared OMol25 entry of this formula, charge and spin) ... 6.271 eV
HOMO level ... -7.8 eV
SMILES ... CO[C@]1(Cc2ccccc2)NC(=O)[C@@H](C)n2c1nc1c(c2=O)C=CC=CO1
E_LUMO ... -0.7 eV
2S+1 ... 1

=====

# 3
Computed, not measured: a 3-piece molecular cluster, C5H14O2 overall in a non-equilibrium geometry, with ωB97M-V/def2-TZVPD.

Positions of all 21 atoms, in Å:
C (-1.017, -0.060, 2.118)
C (-0.562, -0.933, 1.219)
C (0.793, -0.644, 0.388)
C (0.548, -1.074, -1.090)
C (1.821, -1.261, -1.909)
H (-0.391, 0.811, 2.412)
H (-1.917, -0.335, 2.709)
H (-0.890, -1.949, 0.956)
H (1.655, -1.118, 1.015)
H (0.588, 0.422, 0.359)
H (-0.041, -2.034, -1.189)
H (-0.013, -0.245, -1.556)
H (1.730, -1.784, -2.925)
H (2.466, -1.960, -1.223)
H (2.340, -0.228, -2.010)
O (-2.349, 1.570, -0.423)
H (-3.322, 1.555, -0.290)
H (-1.924, 0.927, 0.226)
O (0.118, 2.731, 0.810)
H (-0.559, 2.823, 0.140)
H (0.927, 2.786, 0.263)

E ... -9505.2633 eV
Orbital gap ... 10.80 eV
Relative energy (zero: lowest compared OMol25 entry of this formula, charge and spin) ... 1.737 eV
HOMO level ... -10.0 eV
SMILES ... C=CCCC.O.O
E_LUMO ... 0.8 eV
2S+1 ... 1

=====

# 4
Computed, not measured: one molecule with the formula C8H11N3O in a non-equilibrium geometry, with ωB97M-V/def2-TZVPD.

Positions of all 23 atoms, in Å:
C (0.973, 1.039, 1.592)
C (0.951, -1.394, -1.332)
C (1.847, -1.793, -0.436)
C (0.374, 0.028, -1.247)
C (2.225, -0.981, 0.697)
C (0.880, -0.326, 1.210)
C (-0.780, 0.204, -0.372)
C (-2.441, 1.800, 0.420)
N (1.016, 2.176, 1.806)
N (0.704, 0.934, -2.035)
N (-1.637, -0.806, -0.262)
O (-1.152, 1.469, -0.058)
H (0.629, -2.036, -2.072)
H (2.288, -2.746, -0.368)
H (2.601, -1.589, 1.497)
H (3.020, -0.261, 0.460)
H (0.133, -0.932, 1.587)
H (-2.523, 2.879, 0.404)
H (-2.769, 1.245, 1.358)
H (-3.109, 1.547, -0.474)
H (0.420, 1.909, -2.094)
H (-1.214, -1.700, -0.448)
H (-2.435, -0.666, 0.167)

E ... -14987.2131 eV
Orbital gap (alpha / beta) ... 7.58 / 7.57 eV
Relative energy (zero: lowest compared OMol25 entry of this formula, charge and spin) ... 4.234 eV
HOMO level (alpha / beta) ... -7.1 / -7.1 eV
E_LUMO (alpha / beta) ... 0.5 / 0.5 eV
2S+1 ... 1

=====

# 5
Computed, not measured: C6H14MgO4Sm as an isolated structure in a non-equilibrium geometry, with ωB97M-V/def2-TZVPD.

Positions of all 26 atoms, in Å:
O (3.832, 0.387, 2.831)
Sm (5.298, -0.606, 4.330)
C (3.557, 1.614, 2.357)
H (2.593, 2.098, 2.563)
H (2.142, 1.260, 0.283)
H (4.384, 2.317, 2.189)
O (1.512, 0.641, -0.393)
C (1.804, -0.716, -0.084)
C (0.700, -1.645, -0.522)
O (-0.529, -0.940, -0.344)
C (-1.721, -1.553, -0.832)
C (-2.814, -0.523, -0.676)
O (-2.328, 0.721, -1.203)
C (-3.344, 1.716, -1.363)
Mg (-0.356, 0.990, -0.946)
H (2.115, -0.654, 1.092)
H (2.746, -1.024, -0.558)
H (0.694, -2.573, 0.065)
H (0.808, -1.922, -1.582)
H (-1.957, -2.452, -0.249)
H (-1.581, -1.828, -1.888)
H (-3.079, -0.374, 0.381)
H (-3.705, -0.834, -1.236)
H (-2.853, 2.644, -1.668)
H (-4.048, 1.393, -2.139)
H (-3.868, 1.864, -0.410)

E ... -37943.5383 eV
Orbital gap (alpha / beta) ... 7.03 / 7.07 eV
Relative energy (zero: lowest compared OMol25 entry of this formula, charge and spin) ... 0.000 eV
HOMO level (alpha / beta) ... -22.6 / -22.6 eV
Charge ... +4
Expectation value of S² ... 12.01
E_LUMO (alpha / beta) ... -15.6 / -15.5 eV
2S+1 ... 7

=====

# 6
Computed, not measured: C28H28Br2N7O5PS3TeW as an isolated structure, with ωB97M-V/def2-TZVPD.

Positions of all 76 atoms, in Å:
W (-0.503, 0.259, 0.580)
N (1.706, 3.805, 1.627)
C (2.318, 3.822, 0.390)
C (3.119, 4.787, -0.207)
C (3.680, 4.450, -1.421)
C (3.467, 3.188, -1.988)
C (2.666, 2.243, -1.379)
C (2.044, 2.584, -0.183)
N (1.232, 1.848, 0.704)
C (1.114, 2.625, 1.763)
C (0.571, 2.028, 2.954)
C (0.506, 2.452, 4.232)
S (0.040, 1.147, 5.229)
C (-0.066, 0.136, 3.883)
N (0.237, 0.712, 2.751)
H (1.757, 4.523, 2.331)
H (3.314, 5.747, 0.263)
H (4.319, 5.162, -1.933)
H (3.953, 2.943, -2.928)
H (2.540, 1.274, -1.819)
H (0.731, 3.431, 4.643)
H (-0.379, -0.904, 3.980)
Br (4.441, -2.098, 2.263)
C (3.312, -1.786, 0.828)
C (3.696, -1.976, -0.449)
C (2.703, -1.802, -1.429)
C (1.463, -1.296, -1.134)
N (1.068, -0.958, 0.116)
C (1.922, -1.431, 1.193)
H (4.701, -2.284, -0.709)
H (2.907, -2.049, -2.468)
H (0.753, -1.189, -1.911)
H (1.909, -0.727, 1.998)
O (1.268, 0.784, -3.700)
S (-0.086, 0.770, -3.242)
O (-0.885, -0.365, -3.554)
N (-0.129, 1.031, -1.541)
C (-0.924, 2.062, -1.292)
O (-1.318, 2.138, -0.077)
C (-1.329, 2.894, -2.429)
C (-2.029, 4.086, -2.458)
C (-2.260, 4.652, -3.705)
C (-1.803, 4.046, -4.871)
C (-1.106, 2.844, -4.844)
C (-0.894, 2.292, -3.599)
H (-2.381, 4.556, -1.547)
H (-2.806, 5.586, -3.775)
H (-1.999, 4.521, -5.825)
H (-0.759, 2.371, -5.755)
N (0.674, -4.238, 2.019)
C (-0.736, -4.128, 1.629)
P (-1.356, -2.640, 2.452)
O (-1.000, -2.660, 3.904)
O (-0.838, -1.422, 1.677)
C (-3.197, -2.578, 2.480)
N (-3.537, -1.917, 3.791)
H (1.108, -5.024, 1.559)
H (0.761, -4.373, 3.018)
H (1.475, -2.369, 1.603)
H (-1.379, -4.974, 1.900)
H (-0.797, -3.993, 0.549)
H (-3.614, -3.582, 2.468)
H (-3.620, -1.982, 1.678)
H (-2.811, -2.192, 4.466)
H (-4.453, -2.162, 4.130)
H (-3.464, -0.898, 3.657)
Te (-2.703, -0.674, -0.870)
C (-2.310, -2.699, -1.224)
C (-1.399, -3.303, -2.053)
C (-1.530, -4.719, -2.098)
C (-2.553, -5.179, -1.327)
S (-3.356, -3.891, -0.551)
H (-0.699, -2.753, -2.670)
H (-0.912, -5.367, -2.713)
H (-2.895, -6.202, -1.211)
Br (-2.660, 0.984, 2.184)

E ... -241145.8175 eV
Orbital gap (alpha / beta) ... 4.49 / 4.49 eV
Relative energy (zero: lowest compared OMol25 entry of this formula, charge and spin) ... 0.000 eV
HOMO level (alpha / beta) ... -12.2 / -12.2 eV
Charge ... +2
E_LUMO (alpha / beta) ... -7.7 / -7.7 eV
2S+1 ... 1

=====

# 7
Computed, not measured: one molecule with the formula C5H10O2 in a non-equilibrium geometry, with ωB97M-V/def2-TZVPD.

Positions of all 17 atoms, in Å:
O (2.295, 0.459, -2.142)
C (1.906, 1.021, -1.152)
C (1.307, 0.346, 0.056)
C (-0.061, 0.987, 0.394)
C (-1.236, 0.186, -0.191)
C (-1.289, -1.307, 0.188)
O (-0.717, -1.473, 1.485)
H (1.951, 2.125, -1.043)
H (1.242, -0.720, -0.040)
H (1.996, 0.541, 0.885)
H (-0.204, 1.019, 1.462)
H (-0.158, 1.956, -0.088)
H (-2.172, 0.582, 0.216)
H (-1.224, 0.252, -1.285)
H (-2.331, -1.608, 0.163)
H (-0.763, -1.942, -0.531)
H (-0.541, -2.423, 1.623)

E ... -9441.3313 eV
Orbital gap ... 10.51 eV
Relative energy (zero: lowest compared OMol25 entry of this formula, charge and spin) ... 1.712 eV
HOMO level ... -9.7 eV
SMILES ... O=CCCCCO
E_LUMO ... 0.8 eV
2S+1 ... 1

=====

# 8
Computed, not measured: a 2-piece molecular cluster, C10H22NOP overall in a non-equilibrium geometry, with ωB97M-V/def2-TZVPD.

Positions of all 35 atoms, in Å:
C (-3.027, -0.995, 0.465)
C (-3.330, 0.448, 0.498)
C (-1.951, -1.333, -0.475)
C (-2.121, 1.211, 0.784)
C (-1.074, -2.527, -0.210)
C (-2.033, 2.657, 0.448)
C (4.034, -0.168, 0.629)
C (2.344, -0.926, -1.035)
C (2.504, 1.492, -0.544)
C (2.517, 0.046, 0.130)
N (1.553, -0.019, 1.147)
O (-0.611, 1.033, -1.600)
P (-0.863, 0.289, -0.328)
H (-2.931, -1.480, 1.498)
H (-3.976, -1.583, 0.222)
H (-3.654, 0.709, -0.502)
H (-4.164, 0.673, 1.147)
H (-2.192, -1.268, -1.621)
H (-1.719, 1.038, 1.850)
H (-1.666, -3.359, -0.628)
H (-0.809, -2.577, 0.812)
H (-0.116, -2.492, -0.725)
H (-0.890, 2.789, 0.707)
H (-2.738, 3.333, 1.022)
H (-2.064, 2.906, -0.603)
H (4.740, 0.037, -0.293)
H (4.166, 0.639, 1.369)
H (4.269, -1.183, 1.035)
H (1.279, -1.493, -1.088)
H (3.098, -1.703, -1.057)
H (2.445, -0.520, -1.975)
H (3.306, 1.404, -1.340)
H (1.498, 1.642, -1.055)
H (2.728, 2.306, 0.148)
H (1.447, -1.027, 1.166)

E ... -23549.5342 eV
Orbital gap (alpha / beta) ... 8.41 / 7.57 eV
Relative energy (zero: lowest compared OMol25 entry of this formula, charge and spin) ... 2.773 eV
HOMO level (alpha / beta) ... -9.1 / -7.9 eV
E_LUMO (alpha / beta) ... -0.7 / -0.4 eV
2S+1 ... 1